1.
Entry from the Open Molecules 2025 dataset: a structure of composition C22H27OYb at a distorted geometry (wB97M-V/def2-TZVPD).

CARTESIAN COORDINATES (ANGSTROEM)
Yb  0.12806  0.08039  -0.10605
C  0.16405  0.31362  2.65504
C  0.53676  1.59747  2.16833
C  -0.56774  2.13897  1.44870
H  1.48910  2.09494  2.35268
C  -1.63618  1.19843  1.51356
C  -1.18211  0.07339  2.26196
H  -1.77892  -0.80340  2.52211
H  0.78313  -0.34367  3.26966
H  -0.60657  3.11964  0.96981
H  -2.63639  1.33161  1.09762
C  1.11611  -2.46540  -0.33427
C  0.04165  -2.55119  0.59361
C  -1.17176  -2.28211  -0.10683
H  0.12602  -2.82473  1.64271
C  -0.84050  -2.01832  -1.46798
C  0.56807  -2.12211  -1.61274
H  1.12335  -1.99934  -2.54282
H  2.16520  -2.66354  -0.12255
H  -2.18332  -2.30379  0.30315
H  -1.55166  -1.82624  -2.26438
O  -1.22097  0.79557  -1.65889
C  -3.04161  0.56493  -3.12253
C  -2.14150  1.67827  -3.49871
C  -4.06432  0.72891  -2.09610
C  -3.17073  -0.53469  -4.08467
C  -0.79354  1.30232  -2.89531
H  -2.50354  2.59843  -3.02288
H  -2.08332  1.80425  -4.58255
H  -0.34055  0.47077  -3.47464
H  -0.07944  2.15714  -2.87822
H  -4.89529  1.35748  -2.46195
H  -3.67622  1.19548  -1.17840
H  -4.51284  -0.24385  -1.84672
H  -3.77853  -0.23693  -4.96262
H  -3.69343  -1.39430  -3.63817
H  -2.19448  -0.86944  -4.47634
C  2.78152  0.58549  -0.51578
C  3.52933  0.68417  0.68609
C  3.57910  -0.39479  1.63405
C  4.35215  -0.28673  2.78431
C  5.10367  0.87134  3.04352
C  5.03780  1.95244  2.14794
C  4.24843  1.88320  1.00710
H  2.62439  1.49604  -1.09658
H  2.80420  -0.36514  -1.05716
H  2.99019  -1.29301  1.43620
H  4.37774  -1.11820  3.49423
H  5.72807  0.93368  3.93407
H  5.61595  2.85939  2.34926
H  4.18045  2.72351  0.31534

Computed properties:
multiplicity	2
LUMO level (spin up / spin down)	5.20 / 5.08	eV
E_HOMO (spin up / spin down)	0.7218 / 0.7229	eV
net charge	-2

2.
Entry from the Open Molecules 2025 dataset: an isolated molecule of CH5N3O2 at a distorted geometry (wB97M-V/def2-TZVPD).

CARTESIAN COORDINATES (ANGSTROEM)
C  1.66290  -0.09259  0.02321
N  0.44786  0.58099  -0.40316
N  -0.67791  -0.01918  -0.01766
O  -0.78505  -1.27587  -0.07393
N  -1.82105  0.80735  0.06642
O  -2.90554  -0.03140  0.14713
H  2.28453  0.48399  0.80527
H  1.42867  -1.02664  0.45897
H  2.37632  -0.13363  -0.84474
H  0.43746  1.53150  -0.09178
H  -2.44819  -0.82452  -0.06973

Computed properties:
multiplicity	1
LUMO level (spin up / spin down)	0.31 / 0.31	eV
E_HOMO (spin up / spin down)	-8.8483 / -8.8496	eV
SMILES	CN/[N+]([O-])=N/O

3.
Entry from the Open Molecules 2025 dataset: a cluster of 2 separate species, C2H3Br2FO in total at a distorted geometry (wB97M-V/def2-TZVPD).

CARTESIAN COORDINATES (ANGSTROEM)
C  -1.01971  -0.77254  -0.78135
C  -0.09129  0.08801  -1.02152
O  -0.09875  1.42011  -0.79900
F  1.24815  -0.33287  -1.12220
H  -0.80831  -1.82661  -1.14280
H  -1.99953  -0.78338  -0.37144
H  0.81226  1.68001  -0.84139
Br  0.86281  -0.25747  1.99757
Br  1.09438  0.78474  4.08213

Computed properties:
multiplicity	1
LUMO level	-1.62	eV
E_HOMO	-9.6992	eV
SMILES	C=C(O)F.BrBr

4.
Entry from the Open Molecules 2025 dataset: an isolated molecule of C4H12N2O at a distorted geometry (wB97M-V/def2-TZVPD).

CARTESIAN COORDINATES (ANGSTROEM)
C  -1.72849  1.94890  0.64672
N  -1.97358  0.54136  1.27329
C  -0.96827  -0.54200  1.06759
C  0.57392  -0.16382  0.86374
N  0.83804  0.34695  -0.52161
C  0.96043  -0.88921  -1.40946
O  2.27810  -1.38558  -1.84982
H  -1.79565  2.00408  -0.52159
H  -2.60358  2.66438  0.87884
H  -0.73713  2.30658  0.99318
H  -1.92531  0.69125  2.30409
H  -0.91410  -1.32267  1.86543
H  -1.19163  -1.06242  0.18921
H  1.48686  -0.84097  1.01860
H  0.70902  0.40391  1.84390
H  -0.02485  0.77997  -0.86572
H  0.19498  -0.70435  -2.23873
H  0.88910  -1.67461  -0.66539
H  2.61076  -0.50188  -2.27652

Computed properties:
multiplicity	1
LUMO level	0.87	eV
E_HOMO	-8.9319	eV
SMILES	CNCCNCO

5.
Entry from the Open Molecules 2025 dataset: a structure of composition C49H48MnN11O2PS2 at a distorted geometry (wB97M-V/def2-TZVPD).

CARTESIAN COORDINATES (ANGSTROEM)
Mn  -0.57439  0.97792  0.36971
S  -0.90967  0.36602  2.59960
C  0.30613  1.12657  3.62090
C  0.25717  0.94397  5.00464
C  1.16933  1.56489  5.84221
C  2.14916  2.38890  5.29704
C  2.20522  2.57500  3.92676
C  1.29557  1.94926  3.06848
S  1.42845  2.21275  1.34139
H  -0.52214  0.31141  5.41553
H  1.11041  1.41350  6.91375
H  2.86437  2.89204  5.93733
H  2.96074  3.22189  3.49521
O  -3.49603  -0.38116  0.63234
N  -2.90654  0.82216  0.33643
C  -3.81626  1.70891  0.32461
C  -3.75564  3.10656  -0.12237
C  -5.01773  3.66348  -0.38042
C  -5.15396  4.95879  -0.83536
C  -4.01860  5.73454  -1.02940
C  -2.77199  5.20095  -0.76144
C  -2.60981  3.88846  -0.31446
P  -0.93749  3.29565  0.20875
C  0.07512  3.97566  -1.16838
C  1.39596  4.39081  -0.99637
C  2.18083  4.73068  -2.09096
C  1.66601  4.66141  -3.37608
C  0.34881  4.26454  -3.56100
C  -0.43676  3.93222  -2.46813
C  -0.76735  4.41185  1.63566
C  -1.24766  3.94577  2.85786
C  -1.18335  4.75346  3.98295
C  -0.64912  6.03067  3.89604
C  -0.18251  6.50249  2.67711
C  -0.24482  5.69938  1.54770
H  -2.77951  -1.02763  0.84130
H  -4.81155  1.36041  0.59351
H  -5.90052  3.05577  -0.21858
H  -6.13849  5.36518  -1.02934
H  -4.10503  6.75749  -1.37446
H  -1.89478  5.82148  -0.89598
H  1.81669  4.43000  -0.00160
H  3.20316  5.05177  -1.93074
H  2.28126  4.92760  -4.22728
H  -0.07601  4.22163  -4.55727
H  -1.46514  3.64047  -2.63742
H  -1.63844  2.93725  2.93325
H  -1.53571  4.37120  4.93313
H  -0.59066  6.65648  4.77832
H  0.23547  7.49908  2.60441
H  0.13157  6.07488  0.60460
C  4.21217  -1.93439  1.96896
N  3.41014  -1.08894  1.10964
C  2.07900  -0.98980  1.06690
N  1.70600  -0.34218  -0.01606
C  2.89442  -0.05179  -0.61265
N  3.95066  -0.50642  0.01952
C  3.92132  -3.39638  1.68936
C  4.15809  -4.37461  2.64625
C  3.84033  -5.70354  2.38979
C  3.24280  -6.06625  1.19408
C  2.99304  -5.08517  0.23779
C  3.36212  -3.76661  0.47358
C  2.23279  -5.40416  -0.96874
N  1.84480  -6.54456  -1.41700
N  1.06851  -6.28766  -2.54091
C  1.04202  -5.01119  -2.68529
O  1.76509  -4.37420  -1.72863
C  0.34738  -4.21991  -3.69749
C  -0.55414  -4.85284  -4.55303
C  -1.21422  -4.11283  -5.51568
C  -0.98412  -2.74671  -5.63040
C  -0.08856  -2.11037  -4.78380
C  0.15578  -0.62205  -4.89663
N  -0.38506  0.10060  -3.75539
C  0.19692  0.33970  -2.58054
N  -0.67631  0.87031  -1.74404
C  -1.81153  0.94380  -2.49984
N  -1.67527  0.48615  -3.72041
C  0.57754  -2.85381  -3.81421
H  4.00902  -1.68913  3.01116
H  5.24755  -1.67754  1.75341
H  1.41558  -1.33534  1.84917
H  3.00183  0.56251  -1.49508
H  4.57877  -4.09776  3.60669
H  4.02908  -6.45551  3.14474
H  2.94217  -7.08835  1.00417
H  3.16559  -3.01757  -0.28177
H  -0.72345  -5.91661  -4.45079
H  -1.91759  -4.59867  -6.17937
H  -1.51374  -2.16942  -6.37934
H  -0.32249  -0.21455  -5.78265
H  1.22094  -0.39913  -4.94963
H  1.22272  0.09544  -2.37233
H  -2.74039  1.34701  -2.13479
H  1.28651  -2.37444  -3.14742
C  0.01154  -4.08666  1.11883
C  -1.44311  -3.68010  0.87589
C  -1.90918  -4.17532  -0.48833
C  -2.33674  -4.23776  1.97834
N  -1.60450  -2.21026  0.94929
N  -0.93767  -1.45441  -0.04796
H  0.13694  -5.16844  1.02500
H  0.33544  -3.79175  2.12099
H  0.68278  -3.62058  0.39121
H  -1.87782  -5.26532  -0.52139
H  -1.26895  -3.80662  -1.29448
H  -2.93425  -3.85258  -0.68462
H  -2.25037  -5.32501  2.02926
H  -3.37945  -3.97373  1.79713
H  -2.04552  -3.82888  2.94948
H  -1.24182  -1.85768  1.83627
H  -1.42376  -1.57794  -0.92656
H  0.02891  -1.73654  -0.18309

Computed properties:
multiplicity	2
LUMO level (spin up / spin down)	-0.35 / -0.35	eV
E_HOMO (spin up / spin down)	-5.9989 / -6.0222	eV

Going through the records in order, we get total energy values of -56826.54953; -9678.04443; -146970.92788; -9366.95851; -134356.86211 eV.